{"formula": "C49H63N4O3S4ScSiTe", "method": "ωB97M-V/def2-TZVPD", "lumo_energy_ha": 0.143, "energy_ha": -5261.1253, "relative_energy_kj_mol": 82.4, "multiplicity": 1, "homo_energy_ev": -1.04, "total_charge": -2, "fmax_ev_per_a": 1.24, "homo_lumo_gap_ev": 4.94, "mol_weight_g_mol": 1085.0, "species": ["Sc", "C", "C", "C", "C", "N", "C", "C", "C", "C", "C", "C", "N", "C", "C", "C", "C", "C", "N", "H", "H", "H", "H", "H", "H", "H", "H", "H", "H", "H", "S", "C", "C", "C", "C", "C", "C", "S", "H", "H", "H", "H", "C", "C", "C", "C", "O", "Si", "S", "O", "C", "C", "C", "C", "O", "C", "C", "C", "C", "H", "H", "H", "H", "H", "H", "H", "H", "H", "H", "H", "H", "H", "H", "H", "H", "H", "H", "H", "H", "H", "H", "H", "H", "H", "H", "H", "Te", "C", "C", "C", "C", "S", "H", "H", "H", "C", "C", "C", "C", "C", "C", "C", "C", "N", "C", "C", "C", "C", "H", "H", "H", "H", "H", "H", "H", "H", "H", "H", "H", "H", "H", "H", "H", "H", "H", "H"], "coordinates": [[0.81, 0.09, 0.92], [-0.48, 4.56, 1.12], [0.48, 5.17, 0.34], [1.15, 4.41, -0.61], [0.89, 3.05, -0.65], [0.00, 2.45, 0.12], [-0.71, 3.20, 0.96], [1.64, 2.15, -1.57], [2.20, 2.67, -2.73], [2.95, 1.84, -3.53], [3.12, 0.52, -3.15], [2.49, 0.06, -2.00], [1.74, 0.85, -1.23], [2.68, -1.35, -1.54], [3.58, -2.20, -2.17], [3.85, -3.43, -1.61], [3.19, -3.78, -0.44], [2.22, -2.91, 0.04], [1.92, -1.75, -0.52], [-1.03, 5.11, 1.87], [0.70, 6.22, 0.45], [1.90, 4.86, -1.24], [-1.48, 2.69, 1.51], [2.05, 3.70, -2.99], [3.42, 2.21, -4.43], [3.71, -0.14, -3.76], [4.08, -1.90, -3.08], [4.54, -4.11, -2.08], [3.40, -4.70, 0.08], [1.61, -3.18, 0.88], [0.15, 1.43, 3.18], [1.58, 2.24, 3.78], [1.55, 2.75, 5.09], [2.63, 3.42, 5.64], [3.78, 3.60, 4.88], [3.83, 3.10, 3.59], [2.74, 2.43, 3.01], [2.86, 1.89, 1.35], [0.65, 2.60, 5.67], [2.57, 3.81, 6.65], [4.64, 4.11, 5.29], [4.72, 3.22, 2.99], [-4.96, 3.42, -1.73], [-3.72, 3.70, -0.88], [-4.13, 4.41, 0.40], [-2.74, 4.56, -1.69], [-3.08, 2.49, -0.47], [-2.82, 1.08, -1.32], [-1.60, -0.24, -0.29], [-2.33, 1.66, -2.79], [-2.20, 1.12, -4.10], [-1.68, -0.31, -4.04], [-3.56, 1.16, -4.79], [-1.21, 2.01, -4.83], [-4.30, 0.41, -1.64], [-5.14, -0.52, -0.97], [-5.07, -0.34, 0.55], [-6.55, -0.22, -1.45], [-4.74, -1.94, -1.35], [-5.43, 4.37, -2.02], [-5.68, 2.82, -1.16], [-4.70, 2.87, -2.63], [-4.55, 5.40, 0.17], [-3.26, 4.54, 1.05], [-4.87, 3.82, 0.93], [-3.20, 5.52, -1.93], [-2.48, 4.05, -2.61], [-1.83, 4.73, -1.12], [-2.37, -0.96, -3.49], [-0.72, -0.36, -3.52], [-1.56, -0.71, -5.05], [-4.29, 0.64, -4.16], [-3.51, 0.67, -5.76], [-3.89, 2.19, -4.92], [-0.25, 1.99, -4.31], [-1.56, 3.04, -4.84], [-1.06, 1.67, -5.85], [-5.24, 0.70, 0.82], [-4.08, -0.63, 0.92], [-5.83, -0.97, 1.03], [-6.83, 0.81, -1.19], [-7.27, -0.90, -0.99], [-6.61, -0.32, -2.54], [-3.70, -2.13, -1.09], [-4.85, -2.08, -2.43], [-5.37, -2.66, -0.83], [-0.87, -3.12, -1.78], [-0.35, -4.90, -2.85], [-0.33, -5.10, -4.21], [0.12, -6.39, -4.61], [0.44, -7.19, -3.56], [0.18, -6.34, -2.08], [-0.64, -4.33, -4.90], [0.21, -6.71, -5.65], [0.83, -8.20, -3.56], [4.79, -3.44, 5.39], [4.37, -2.62, 4.19], [5.32, -2.11, 3.32], [4.90, -1.37, 2.22], [5.88, -0.76, 1.25], [3.55, -1.20, 2.00], [2.53, -1.72, 2.83], [3.01, -2.42, 3.96], [1.22, -1.55, 2.45], [0.18, -2.29, 3.20], [0.49, -3.81, 3.33], [-0.10, -1.70, 4.59], [-1.10, -2.17, 2.39], [5.86, -3.34, 5.58], [4.58, -4.50, 5.22], [4.25, -3.14, 6.29], [6.38, -2.26, 3.51], [6.89, -0.77, 1.66], [5.60, 0.27, 1.02], [5.89, -1.32, 0.31], [3.24, -0.61, 1.14], [2.33, -2.79, 4.71], [0.78, -4.09, 4.35], [1.31, -4.12, 2.67], [-0.39, -4.40, 3.06], [0.79, -1.69, 5.22], [-0.87, -2.29, 5.10], [-0.44, -0.68, 4.50], [-1.01, -2.64, 1.41], [-1.37, -1.12, 2.24], [-1.93, -2.65, 2.92]], "mulliken_charge": [-0.541, -1.371, -1.130, -1.048, -0.035, 2.293, -0.996, 0.433, -0.716, -1.402, -0.893, -0.001, 1.687, 0.458, -0.588, -1.080, -1.044, -0.938, 1.501, 0.565, 0.400, 0.483, 0.510, 0.443, 0.404, 0.470, 0.370, 0.438, 0.550, 0.572, -0.368, 0.611, -0.889, -0.558, -0.597, -0.713, 0.473, -0.335, 0.398, 0.332, 0.338, 0.404, -1.489, 1.908, -1.621, -1.037, 0.114, -3.456, 1.762, 1.174, 1.995, -1.147, -1.730, -1.751, 0.335, 1.796, -1.181, -1.900, -1.423, 0.576, 0.103, 0.071, 0.358, 0.148, 0.349, 0.572, -0.150, 0.121, 0.157, -0.058, 0.538, 0.088, 0.449, 0.330, 0.152, 0.350, 0.416, 0.145, 0.021, 0.548, 0.362, 0.400, 0.308, 0.169, 0.272, 0.489, -0.322, 0.136, -0.548, -0.469, -0.574, -0.170, 0.382, 0.331, 0.344, -1.658, 0.287, -1.000, 0.335, -1.593, 0.811, 0.779, -0.867, 1.997, 1.482, -1.621, -1.637, -1.871, 0.390, 0.267, 0.340, 0.246, 0.414, 0.252, 0.197, -0.429, 0.126, 0.443, 0.180, 0.454, 0.289, 0.488, 0.229, 0.294, 0.106, 0.635]}